54
Properties=species:S:1:pos:R:3:lowdin_spin:R:1 method="wB97M-V/def2-TZVPD" spin_multiplicity=2 relative_energy_kcal_mol=81.9 orbital_gap_ev="4.959 / 5.447" total_charge=-1 s_squared=0.801
Ti 0.240 -0.668 0.672 0.5808
Se 1.144 -2.565 2.161 0.0053
Se 2.271 -2.009 3.990 0.0002
Te 4.868 -2.026 0.451 -0.0039
Se 2.396 -1.813 0.372 0.0100
C 1.408 -0.259 -4.066 0.0003
N 2.168 0.521 -3.115 0.0002
C 2.989 1.572 -3.670 0.0000
C 1.856 0.492 -1.792 0.0001
N 0.739 0.064 -1.311 0.0002
N 2.872 0.932 -0.958 0.0002
C 2.656 1.280 0.376 -0.0006
N 3.786 1.382 1.126 -0.0007
N 1.473 1.623 0.740 0.0003
H 2.054 -0.500 -4.911 0.0000
H 0.525 0.276 -4.438 0.0002
H 1.104 -1.199 -3.606 0.0001
H 3.824 1.161 -4.242 0.0000
H 3.371 2.202 -2.872 0.0000
H 2.383 2.192 -4.341 0.0000
H 0.058 -0.146 -2.038 0.0018
H 3.802 0.585 -1.182 0.0002
H 4.571 0.776 0.894 0.0002
H 3.645 1.475 2.124 0.0001
H 1.467 1.997 1.688 -0.0001
I 0.923 1.995 4.877 0.0070
C -0.640 2.019 3.456 0.0403
C -1.562 3.051 3.469 -0.0002
C -2.520 3.135 2.480 0.0441
I -3.848 4.794 2.555 0.0016
C -2.591 2.217 1.420 0.0059
C -3.507 2.227 0.352 0.1362
C -3.401 1.251 -0.632 -0.0011
C -2.395 0.310 -0.575 0.1193
N -1.494 0.265 0.423 0.0090
C -1.620 1.183 1.422 0.0213
C -0.658 1.053 2.449 0.0036
O 0.202 0.064 2.337 -0.0302
H -1.513 3.809 4.237 -0.0009
H -4.277 2.980 0.310 0.0091
H -4.110 1.209 -1.445 -0.0035
H -2.316 -0.452 -1.344 0.0078
Cl -4.265 -1.738 0.979 0.0032
C -3.397 -2.704 2.197 0.0055
Cl -1.826 -1.983 2.529 0.0140
H -3.246 -3.703 1.790 0.0000
H -3.983 -2.713 3.115 0.0007
F -1.629 -4.628 -0.143 0.0001
C -1.108 -4.177 -1.298 -0.0002
F -0.416 -5.181 -1.837 -0.0001
F -2.160 -3.943 -2.113 0.0002
C -0.271 -2.870 -1.089 0.0019
O 0.597 -2.594 -1.898 0.0012
O -0.637 -2.223 -0.076 0.0090

=====

81
Properties=species:S:1:pos:R:3:mulliken_charge:R:1 method="wB97M-V/def2-TZVPD" orbital_gap_ev=10.979 total_charge=0
O -0.653 -7.818 -3.801 -0.5397
S -0.448 -7.534 -2.449 0.9663
O -0.234 -8.619 -1.579 -0.5739
O -1.598 -6.629 -1.835 -0.0704
C -1.139 -5.250 -1.851 -0.3017
C 0.280 -5.449 -1.463 -0.1239
Cl 1.254 -4.034 -1.358 0.1090
O 0.781 -6.490 -2.299 -0.1523
H -1.314 -4.878 -2.852 0.4699
H -1.610 -4.662 -1.076 -0.0730
H 0.239 -5.907 -0.478 0.2918
C 1.031 0.013 -1.041 -0.1845
Cl 1.048 1.274 -2.276 0.0576
Cl -0.539 -0.780 -0.983 0.0794
Cl 2.308 -1.161 -1.334 -0.0546
H 1.222 0.467 -0.078 0.1578
C -4.330 -2.900 -1.548 -0.1302
Cl -4.391 -1.471 -2.573 -0.0880
Cl -4.060 -4.357 -2.510 -0.0950
Cl -3.079 -2.719 -0.316 -0.0368
H -5.281 -3.003 -1.046 0.3453
C -2.528 -1.040 3.299 -0.1114
Cl -3.857 -0.576 2.238 -0.1321
Cl -1.236 -1.834 2.389 -0.0777
Cl -1.898 0.363 4.158 -0.0432
H -2.907 -1.744 4.028 0.3232
C -2.236 2.836 -2.912 0.8348
Cl -2.827 4.426 -3.408 -0.1295
Cl -3.141 2.234 -1.527 -0.0814
Cl -2.311 1.690 -4.254 -0.1282
H -1.202 2.940 -2.617 -0.5794
C -3.079 1.674 7.806 -0.1112
Cl -4.622 1.480 6.973 -0.1144
Cl -2.306 0.111 8.061 -0.0435
Cl -2.017 2.762 6.910 -0.0960
H -3.273 2.118 8.772 0.3661
C 3.294 2.481 2.086 -0.1238
Cl 2.667 4.039 1.566 -0.0769
Cl 2.374 1.869 3.460 -0.0975
Cl 3.267 1.318 0.754 -0.0780
H 4.322 2.608 2.395 0.3816
C -3.589 -9.736 -1.967 0.3044
Cl -4.130 -8.123 -2.442 -0.0987
Cl -4.634 -10.399 -0.709 -0.1431
Cl -3.525 -10.810 -3.361 -0.1223
H -2.588 -9.651 -1.563 0.0448
C -1.344 5.570 -0.050 -0.0798
Cl -2.832 4.929 0.641 -0.1158
Cl -0.635 6.785 1.012 -0.0729
Cl -0.182 4.277 -0.363 0.0486
H -1.586 6.039 -0.994 0.2888
C 1.180 7.586 4.665 -0.0614
Cl 1.279 5.851 4.379 -0.0351
Cl 1.788 8.478 3.270 -0.1013
Cl -0.472 8.071 5.047 -0.1215
H 1.806 7.823 5.514 0.3321
C -0.265 -3.259 7.621 -0.1293
Cl 1.022 -2.427 8.490 -0.1109
Cl -1.613 -3.626 8.698 -0.1111
Cl -0.809 -2.295 6.247 0.0115
H 0.130 -4.192 7.245 0.3482
C 4.337 -5.229 -3.368 0.1981
Cl 3.093 -4.667 -4.478 -0.1171
Cl 5.652 -6.017 -4.236 -0.1363
Cl 4.947 -3.893 -2.384 -0.1158
H 3.889 -5.955 -2.704 0.1521
C 6.016 8.877 3.024 0.0423
Cl 7.705 8.705 3.499 -0.1270
Cl 5.530 7.573 1.940 -0.0946
Cl 4.965 8.934 4.437 -0.1115
H 5.911 9.812 2.492 0.2881
C 1.128 4.873 -5.248 0.1065
Cl -0.486 5.071 -5.922 -0.0809
Cl 1.854 6.434 -4.866 -0.1384
Cl 1.063 3.852 -3.811 0.0315
H 1.747 4.384 -5.988 0.0611
C 1.498 1.636 -7.924 -0.0993
Cl 0.230 1.672 -6.701 0.0119
Cl 1.828 3.260 -8.539 -0.1269
Cl 2.967 0.904 -7.281 -0.1122
H 1.154 1.032 -8.751 0.3587

=====

39
Properties=species:S:1:pos:R:3:mulliken_charge:R:1 method="wB97M-V/def2-TZVPD" relative_energy_kcal_mol=0.0 orbital_gap_ev=8.796 total_charge=0 smiles="Cc1ccc(Cl)cc1NC(=O)CCC(=O)NCc1ccco1"
C 1.863 1.467 2.107 -1.2701
C 2.943 1.184 1.105 0.6679
C 3.924 2.129 0.852 -0.6130
C 4.948 1.899 -0.051 -0.7858
C 4.986 0.686 -0.714 0.2638
Cl 6.254 0.369 -1.846 -0.2302
C 4.025 -0.283 -0.491 -0.8829
C 2.998 -0.039 0.415 0.5004
N 2.000 -0.982 0.665 0.0747
C 1.809 -2.200 0.094 0.5486
O 2.541 -2.728 -0.714 -0.6587
C 0.520 -2.868 0.567 -0.9729
C -0.666 -2.392 -0.279 -0.7619
C -1.092 -0.973 0.060 0.7669
O -0.720 -0.376 1.054 -0.7726
N -1.930 -0.424 -0.840 -0.1885
C -2.511 0.897 -0.671 -0.5191
C -3.998 0.851 -0.774 0.3060
C -4.841 1.177 -1.797 -0.6659
C -6.150 0.895 -1.335 -0.2966
C -6.002 0.414 -0.072 -0.4275
O -4.707 0.383 0.275 -0.2937
H 1.940 0.788 2.957 0.3565
H 1.954 2.484 2.478 0.3900
H 0.871 1.350 1.672 0.1612
H 3.891 3.072 1.377 0.3392
H 5.702 2.648 -0.235 0.4192
H 4.064 -1.224 -1.014 0.6905
H 1.242 -0.654 1.254 0.0754
H 0.639 -3.944 0.440 0.4188
H 0.332 -2.646 1.618 0.3200
H -0.412 -2.456 -1.339 0.4557
H -1.526 -3.044 -0.097 0.4228
H -2.225 -0.957 -1.643 0.2803
H -2.205 1.238 0.323 0.2620
H -2.115 1.578 -1.430 0.3178
H -4.566 1.575 -2.752 0.4365
H -7.066 1.033 -1.872 0.4145
H -6.714 0.076 0.654 0.4509

=====

44
Properties=species:S:1:pos:R:3:lowdin_spin:R:1 method="wB97M-V/def2-TZVPD" spin_multiplicity=4 orbital_gap_ev="5.978 / 6.165" total_charge=+2 s_squared=3.771
C 2.304 2.718 0.383 0.0704
C 2.863 1.446 -0.258 0.0653
H 1.562 3.139 -0.356 0.0202
H 3.084 3.489 0.562 0.0219
H 1.861 2.524 1.388 0.0058
H 2.131 0.808 -0.878 0.0218
H 3.713 1.698 -0.925 -0.0002
H 3.254 0.783 0.526 0.0044
C -2.569 1.551 -1.182 0.0156
C -3.788 1.312 -1.816 0.0000
C -3.914 0.308 -2.773 0.0101
C -2.806 -0.477 -3.043 0.0017
H -2.309 2.480 -0.623 0.0000
H -4.597 1.993 -1.616 0.0001
H -4.826 0.166 -3.342 0.0004
H -2.759 -1.244 -3.832 -0.0002
N -1.505 0.716 -1.342 -0.0001
C -1.618 -0.258 -2.305 0.0053
C -0.459 -1.081 -2.401 0.0148
N 0.546 -0.687 -1.539 0.0155
C 1.604 -1.541 -1.346 0.0230
C 0.544 -3.225 -2.791 0.0188
C 1.603 -2.795 -1.967 -0.0021
H 2.406 -1.184 -0.673 0.0014
H 2.452 -3.457 -1.767 -0.0001
C -0.497 -2.344 -3.043 -0.0021
H -1.415 -2.636 -3.568 -0.0004
H 0.497 -4.246 -3.188 0.0008
Re 0.392 1.063 -0.363 2.2183
I -0.544 3.401 0.914 0.0786
C 1.354 0.365 3.690 0.0079
C 0.261 -0.088 2.728 0.0171
O 0.331 0.487 1.399 0.3454
C 0.336 -1.602 2.354 0.0065
F 0.251 -2.448 3.428 0.0027
F -0.571 -1.987 1.419 -0.0005
F 1.579 -1.812 1.783 0.0000
C -1.082 0.223 3.458 0.0066
F -1.174 -0.526 4.619 0.0011
F -1.092 1.541 3.840 0.0027
F -2.191 0.029 2.702 0.0005
H 2.329 0.131 3.236 0.0001
H 1.216 -0.175 4.640 0.0004
H 1.245 1.443 3.867 0.0003

=====

44
Properties=species:S:1:pos:R:3:mulliken_charge:R:1 method="wB97M-V/def2-TZVPD" relative_energy_kcal_mol=142.8 orbital_gap_ev="3.640 / 3.690" total_charge=+2
C -3.366 0.088 1.912 -1.1227
C -2.407 0.052 -0.796 -1.2388
H -3.532 -0.919 2.331 0.3977
H -3.980 0.317 0.996 0.3598
H -3.175 1.004 2.485 0.6252
H -2.102 -0.905 -1.224 0.5955
H -3.460 -0.122 -0.539 0.6705
H -2.233 1.035 -1.248 0.1379
C 1.399 -1.561 2.032 0.5064
C 2.637 -2.184 2.164 -0.9879
C 3.348 -2.506 1.001 -0.4586
C 2.771 -2.173 -0.224 -0.8116
H 0.849 -1.270 2.937 -0.1600
H 3.008 -2.394 3.164 0.4244
H 4.312 -3.010 1.041 0.4747
H 3.263 -2.425 -1.164 0.3266
N 0.822 -1.222 0.863 0.2678
C 1.526 -1.527 -0.264 0.7874
C 0.968 -1.204 -1.599 0.7095
N -0.316 -0.883 -1.670 -0.2368
C -0.858 -0.443 -2.796 -0.2363
C 1.129 -0.870 -4.001 -0.6906
C -0.196 -0.446 -4.005 -0.8088
H -1.878 -0.041 -2.771 0.4697
H -0.757 -0.118 -4.868 0.4766
C 1.729 -1.225 -2.799 -0.5960
H 2.767 -1.525 -2.734 0.3371
H 1.684 -0.914 -4.935 0.4662
Sn -1.442 -0.071 1.044 1.2484
I -0.767 0.385 3.964 0.0651
C -1.560 3.627 -0.554 -1.8240
C -0.297 2.949 -0.049 0.5402
O -0.558 1.675 0.401 0.2095
C 0.799 2.937 -1.221 0.6114
F 1.161 4.200 -1.598 -0.2419
F 1.923 2.246 -0.905 -0.2205
F 0.251 2.379 -2.357 -0.2347
C 0.271 3.755 1.166 0.5981
F 0.490 5.075 0.893 -0.2256
F -0.671 3.725 2.149 -0.2381
F 1.424 3.232 1.648 -0.2144
H -1.874 3.136 -1.484 0.4145
H -1.405 4.704 -0.728 0.4288
H -2.320 3.468 0.222 0.3983

=====

34
Properties=species:S:1:pos:R:3:lowdin_spin:R:1 method="wB97M-V/def2-TZVPD" spin_multiplicity=2 relative_energy_kcal_mol=26.5 orbital_gap_ev="1.801 / 6.124" total_charge=-1 s_squared=0.763
C 0.469 -3.348 4.363 0.0154
C -0.474 -3.724 0.105 0.0090
C 0.167 -4.761 0.856 0.0057
C -0.887 -2.642 0.842 0.0092
C 0.413 -4.649 2.235 0.0069
C -0.622 -2.470 2.235 0.0166
C 0.069 -3.511 2.942 0.0022
H -0.534 -3.653 -0.972 0.0043
H 0.437 -5.670 0.328 0.0016
H -1.555 -1.921 0.357 0.0077
H 0.712 -5.482 2.866 0.0026
H -0.663 -1.516 2.761 0.0122
H 0.469 -4.288 4.939 0.0018
H -0.294 -2.776 4.921 0.0028
H 1.442 -2.890 4.565 0.0031
C -2.588 2.230 -2.488 0.0311
C 0.940 3.468 -2.032 0.0170
C -0.122 2.530 -1.705 0.0623
C -1.189 2.822 -2.602 0.0386
C -0.842 3.940 -3.326 0.1883
C 2.366 2.708 -0.309 0.1043
C 2.151 3.554 -1.391 0.1153
C 1.412 1.722 0.011 0.0448
C 0.193 1.690 -0.628 0.1354
N 0.480 4.189 -3.133 0.0459
H 3.304 2.770 0.225 0.0109
H 2.905 4.306 -1.599 0.0151
H 1.580 1.073 0.859 0.0037
H -0.540 0.916 -0.415 0.0194
H 1.079 4.802 -3.656 0.0074
H -1.610 4.472 -3.864 0.0361
H -2.548 1.240 -2.941 0.0011
H -3.369 2.837 -2.921 0.0092
H -2.751 2.031 -1.427 0.0132

=====

34
Properties=species:S:1:pos:R:3:mulliken_charge:R:1 method="wB97M-V/def2-TZVPD" relative_energy_kcal_mol=26.8 orbital_gap_ev=8.470 total_charge=0 smiles=Cc1c[nH]c2ccccc12.Cc1ccccc1
C 0.464 -4.636 -1.574 -1.3903
C 0.532 -3.203 -1.159 0.3593
C -0.422 -2.466 -0.538 -0.6540
N 0.115 -1.236 -0.188 0.0160
C 1.373 -1.122 -0.692 0.1313
C 2.166 0.010 -0.906 -0.6689
C 3.416 -0.187 -1.493 -0.1780
C 3.849 -1.462 -1.836 -0.9092
C 2.925 -2.498 -1.918 -0.2813
C 1.710 -2.378 -1.255 0.7870
H 1.203 -4.927 -2.316 0.3043
H -0.523 -4.990 -1.877 0.3663
H 0.647 -5.249 -0.684 0.2891
H -1.409 -2.730 -0.249 0.4450
H -0.453 -0.447 0.064 0.1760
H 1.969 0.856 -0.263 0.2377
H 3.924 0.754 -1.670 0.3656
H 4.745 -1.613 -2.430 0.3174
H 3.169 -3.381 -2.494 0.2841
C -0.733 1.106 2.651 -1.2285
C -1.709 2.171 2.221 0.6915
C -2.969 1.852 1.744 -0.4174
C -3.781 2.755 1.051 -0.3122
C -3.341 4.016 0.685 -0.5852
C -2.080 4.340 1.164 -0.2943
C -1.297 3.471 1.901 -0.4606
H 0.146 1.330 2.032 0.1658
H -1.132 0.107 2.533 0.3640
H -0.272 1.324 3.618 0.3984
H -3.444 0.882 1.818 0.2921
H -4.722 2.348 0.699 0.3293
H -3.865 4.628 -0.033 0.3779
H -1.611 5.306 1.019 0.3255
H -0.309 3.782 2.186 0.3564

=====

34
Properties=species:S:1:pos:R:3:mulliken_charge:R:1 method="wB97M-V/def2-TZVPD" relative_energy_kcal_mol=61.9 orbital_gap_ev=8.668 total_charge=0 smiles=Cc1c[nH]c2ccccc12.Cc1ccccc1
C -2.760 1.683 3.427 -1.2648
C -1.780 0.982 2.519 0.7300
C -0.431 1.165 2.539 -0.8798
N 0.113 0.430 1.440 0.0863
C -0.853 -0.305 0.805 -0.2507
C -0.786 -1.316 -0.216 -0.3625
C -2.035 -1.854 -0.591 -0.5256
C -3.231 -1.648 0.210 -0.5994
C -3.287 -0.747 1.232 -0.6695
C -2.072 0.069 1.475 0.9347
H -2.686 1.277 4.414 0.2982
H -3.663 1.515 2.880 0.3488
H -2.888 2.866 3.484 0.2842
H 0.279 1.452 3.366 0.2705
H 1.096 0.278 1.207 0.2544
H 0.113 -1.520 -0.940 0.1888
H -1.963 -2.552 -1.379 0.4364
H -4.236 -2.106 -0.098 0.2368
H -4.139 -0.676 1.771 0.4997
C 2.524 -1.859 -3.181 -1.3572
C 2.579 -0.614 -2.467 0.5603
C 1.330 0.049 -2.265 -0.4284
C 1.212 1.269 -1.456 -0.4455
C 2.278 1.830 -0.863 -0.5221
C 3.466 1.114 -0.894 -0.2885
C 3.573 -0.092 -1.642 -0.2937
H 1.457 -2.071 -3.347 0.3095
H 3.046 -2.750 -2.837 0.3254
H 2.810 -1.807 -4.203 0.3814
H 0.420 -0.328 -2.824 0.3699
H 0.164 1.555 -1.284 0.3671
H 2.159 2.743 -0.342 0.4554
H 4.342 1.411 -0.212 0.2660
H 4.542 -0.660 -1.534 0.2843